[1]
Molecular formula: C16H20AgCl2F3N2O2
Method: DFT, ωB97M-V/def2-TZVPD

Geometry as ORCA input:
```
! RIJCOSX wB97M-V def2-TZVPD def2/J DEFGRID3
* xyz 0 1
Ag 2.91556 1.99276 -1.61709
C 3.55942 -1.10105 -1.21246
O 3.20848 -0.44223 -2.47192
O 3.83687 -0.09230 -0.35757
C 2.67378 -2.28743 -0.80743
F 1.44920 -1.82791 -0.43116
F 2.46592 -3.16120 -1.80312
F 3.16381 -3.01184 0.21975
C 2.61690 -1.00345 -3.64173
C 2.69873 0.05702 -4.70403
H 2.31875 -0.30807 -5.66392
H 2.12494 0.93681 -4.41590
H 3.73148 0.26446 -4.99677
H 1.55123 -1.12134 -3.42620
H 3.13751 -1.90526 -3.97132
H 4.54843 -1.47398 -1.52582
C -6.28046 -0.33706 -0.36400
N -4.94838 -0.10994 0.22226
C -4.30130 1.04088 -0.04069
C -3.09382 1.27958 0.55178
C -2.46191 0.26996 1.30029
C -3.18896 -0.87324 1.63983
C -4.48179 -0.98007 1.11721
C -1.11495 0.46047 1.90580
C -0.17646 1.10036 1.12101
C 1.10512 1.22976 1.57695
N 1.53629 0.73220 2.75789
C 0.58769 0.20451 3.58082
C -0.69907 -0.00298 3.18553
C 2.94540 0.69346 3.16742
H -7.01825 0.06596 0.32910
H -6.51332 -1.39134 -0.48823
H -6.29045 0.15961 -1.32991
H -4.82873 1.79231 -0.60913
H -2.60753 2.23045 0.38186
H -2.84248 -1.63379 2.32168
H -5.08712 -1.83959 1.36585
H -0.40052 1.47544 0.12352
H 1.87836 1.57398 0.94356
H 0.99871 -0.00283 4.55962
H -1.43601 -0.56032 3.74489
H 3.55516 1.25888 2.46744
H 3.28942 -0.33877 3.21304
H 2.95754 1.06476 4.19178
Cl 0.03658 1.53256 -2.16628
Cl 2.88022 4.38982 0.05580
*
```

- relative energy (zero: lowest compared OMol25 entry of this formula, charge and spin) (kJ/mol) = 0.00
- highest occupied orbital energy (eV) = -6.8
- max |F| (eV/A) = 3.899
- LUMO level (eV) = -3.0
- gap between HOMO and LUMO (Eh) = 0.139

These are the Mulliken partial charges, in e, on atoms 1 to 5: number 1, Ag, carries 0.654; number 2, C, carries -0.078; number 3, O, carries -0.057; number 4, O, carries -0.868; number 5, C, carries 0.803

***

[2]
Molecular formula: C16H20AuN3O3PS2
Method: DFT, ωB97M-V/def2-TZVPD

Geometry as ORCA input:
```
! RIJCOSX wB97M-V def2-TZVPD def2/J DEFGRID3
* xyz 0 2
Au 0.04571 0.09327 -0.02128
O 3.84897 0.09627 -1.74214
C 2.68951 -0.17678 -1.38832
N 1.92780 0.69476 -0.66429
C 2.51834 1.88417 -0.15410
C 1.55526 2.66140 0.68984
C 1.88887 3.90240 1.20338
C 0.97129 4.58721 1.99656
C -0.26820 3.98956 2.24434
C -0.52999 2.75779 1.69766
N 0.35453 2.10575 0.93506
C 2.02281 -1.42238 -1.66991
C 2.63632 -2.40815 -2.45997
C 1.96918 -3.56912 -2.74001
C 0.67140 -3.75330 -2.21093
C 0.12592 -2.75901 -1.44282
N 0.75782 -1.61933 -1.16748
H 2.88078 2.50295 -0.99110
H 3.41078 1.65011 0.44677
H 2.85914 4.32647 0.98840
H 1.21076 5.55270 2.41110
H -1.01188 4.47634 2.85353
H -1.46436 2.24281 1.86649
H 3.62744 -2.19858 -2.83502
H 2.41553 -4.33257 -3.35604
H 0.11145 -4.65037 -2.40786
H -0.86519 -2.86627 -1.02441
C -4.46253 -3.53577 2.47492
C -4.25866 -2.03377 2.54857
O -4.65866 -1.39173 1.33994
P -3.63059 -1.19235 0.13195
S -3.27972 -2.87842 -0.84825
S -2.10539 -0.13665 1.01809
O -4.48419 -0.27569 -0.83169
C -5.15427 0.92094 -0.41571
C -5.04338 1.93257 -1.54060
H -4.17845 -3.99589 3.41822
H -3.86227 -3.96394 1.67524
H -5.50949 -3.75445 2.27676
H -3.21428 -1.77913 2.75639
H -4.88973 -1.59212 3.32474
H -4.70969 1.30288 0.50792
H -6.20113 0.66383 -0.22953
H -4.01608 2.27451 -1.64282
H -5.68857 2.78431 -1.34292
H -5.34632 1.46591 -2.47350
*
```

- highest occupied orbital energy (alpha / beta) (eV) = -7.5 / -8.1
- max |F| (eV/A) = 3.933
- LUMO level (alpha / beta) (eV) = -0.3 / -0.6
- gap between HOMO and LUMO (alpha / beta) (Eh) = 0.263 / 0.272

These are the Mulliken partial charges, in e, on atoms 1 to 5: number 1, Au, carries 0.891; number 2, O, carries -0.758; number 3, C, carries 0.217; number 4, N, carries -0.296; number 5, C, carries -0.593

***

[3]
Molecular formula: C16H20BF5N8OTeV
Method: DFT, ωB97M-V/def2-TZVPD

Geometry as ORCA input:
```
! RIJCOSX wB97M-V def2-TZVPD def2/J DEFGRID3
* xyz 2 4
V 0.13939 1.53707 0.88485
C 3.36676 0.74713 2.47805
C 2.52527 -0.26121 1.76930
C 2.76961 -1.62617 1.62692
C 1.79586 -2.09513 0.78153
N 0.99450 -1.07593 0.41946
N 1.43576 0.05889 1.05135
B -0.00092 -0.91635 -0.76340
N -1.40706 -0.47450 -0.26562
C -2.63296 -0.98113 -0.48893
C -3.57597 -0.02449 -0.21076
C -2.86688 1.10675 0.18877
C -3.41558 2.47534 0.41968
N -1.55248 0.81402 0.18866
N 0.54351 0.24282 -1.66648
C 0.94784 0.40994 -2.94464
C 1.33133 1.71254 -3.14128
C 1.14300 2.34775 -1.91233
C 1.39012 3.76867 -1.53264
N 0.67116 1.45937 -1.03744
N -0.16020 -2.32543 -1.43175
C 0.09463 -2.83571 -2.73658
C -0.22931 -4.14799 -2.74405
C -0.67955 -4.42806 -1.44106
C -1.16084 -5.66334 -0.83455
N -0.61310 -3.24963 -0.66890
H 4.30412 0.28676 2.78083
H 2.88584 1.13376 3.37052
H 3.60128 1.58420 1.81862
H 3.56809 -2.18830 2.07869
H 1.63381 -3.09345 0.41492
H -2.76710 -1.99120 -0.83433
H -4.64368 -0.11504 -0.30773
H -4.50206 2.44245 0.39335
H -3.08339 3.14348 -0.37703
H -3.12012 2.90044 1.36923
H 0.95042 -0.38728 -3.66162
H 1.69971 2.15079 -4.05223
H 1.77370 4.32303 -2.38539
H 2.12128 3.84060 -0.72661
H 0.47171 4.25337 -1.19950
H 0.47911 -2.21501 -3.52194
H -0.15989 -4.83975 -3.56634
H -1.16247 -6.49328 -1.53349
H -2.16802 -5.50645 -0.42957
H -0.54642 -5.90641 0.04102
F -1.72376 1.89355 2.94994
Te -0.30264 2.94861 3.49089
F -1.34537 4.43278 3.42387
F 1.21954 3.74083 4.09047
F 0.54574 1.29301 3.47220
F -0.80878 2.66486 5.21115
O 0.22547 3.12841 1.70190
*
```

- relative energy (zero: lowest compared OMol25 entry of this formula, charge and spin) (kJ/mol) = 27.53
- highest occupied orbital energy (alpha / beta) (eV) = -15.4 / -15.4
- max |F| (eV/A) = 1.258
- LUMO level (alpha / beta) (eV) = -6.7 / -10.1
- gap between HOMO and LUMO (alpha / beta) (Eh) = 0.320 / 0.194

These are the Mulliken partial charges, in e, on atoms 1 to 5: number 1, V, carries 1.506; number 2, C, carries -1.407; number 3, C, carries 0.721; number 4, C, carries -1.389; number 5, C, carries -0.042

***

Copy entry 1 word for word.
Molecular formula: C16H20AgCl2F3N2O2
Method: DFT, ωB97M-V/def2-TZVPD

Geometry as ORCA input:
```
! RIJCOSX wB97M-V def2-TZVPD def2/J DEFGRID3
* xyz 0 1
Ag 2.91556 1.99276 -1.61709
C 3.55942 -1.10105 -1.21246
O 3.20848 -0.44223 -2.47192
O 3.83687 -0.09230 -0.35757
C 2.67378 -2.28743 -0.80743
F 1.44920 -1.82791 -0.43116
F 2.46592 -3.16120 -1.80312
F 3.16381 -3.01184 0.21975
C 2.61690 -1.00345 -3.64173
C 2.69873 0.05702 -4.70403
H 2.31875 -0.30807 -5.66392
H 2.12494 0.93681 -4.41590
H 3.73148 0.26446 -4.99677
H 1.55123 -1.12134 -3.42620
H 3.13751 -1.90526 -3.97132
H 4.54843 -1.47398 -1.52582
C -6.28046 -0.33706 -0.36400
N -4.94838 -0.10994 0.22226
C -4.30130 1.04088 -0.04069
C -3.09382 1.27958 0.55178
C -2.46191 0.26996 1.30029
C -3.18896 -0.87324 1.63983
C -4.48179 -0.98007 1.11721
C -1.11495 0.46047 1.90580
C -0.17646 1.10036 1.12101
C 1.10512 1.22976 1.57695
N 1.53629 0.73220 2.75789
C 0.58769 0.20451 3.58082
C -0.69907 -0.00298 3.18553
C 2.94540 0.69346 3.16742
H -7.01825 0.06596 0.32910
H -6.51332 -1.39134 -0.48823
H -6.29045 0.15961 -1.32991
H -4.82873 1.79231 -0.60913
H -2.60753 2.23045 0.38186
H -2.84248 -1.63379 2.32168
H -5.08712 -1.83959 1.36585
H -0.40052 1.47544 0.12352
H 1.87836 1.57398 0.94356
H 0.99871 -0.00283 4.55962
H -1.43601 -0.56032 3.74489
H 3.55516 1.25888 2.46744
H 3.28942 -0.33877 3.21304
H 2.95754 1.06476 4.19178
Cl 0.03658 1.53256 -2.16628
Cl 2.88022 4.38982 0.05580
*
```

- relative energy (zero: lowest compared OMol25 entry of this formula, charge and spin) (kJ/mol) = 0.00
- highest occupied orbital energy (eV) = -6.8
- max |F| (eV/A) = 3.899
- LUMO level (eV) = -3.0
- gap between HOMO and LUMO (Eh) = 0.139

These are the Mulliken partial charges, in e, on atoms 1 to 5: number 1, Ag, carries 0.654; number 2, C, carries -0.078; number 3, O, carries -0.057; number 4, O, carries -0.868; number 5, C, carries 0.803

***

- Which value of max |F| does entry 1 give?
  3.899 eV/A

***

What did the second record say?
Molecular formula: C16H20AuN3O3PS2
Method: DFT, ωB97M-V/def2-TZVPD

Geometry as ORCA input:
```
! RIJCOSX wB97M-V def2-TZVPD def2/J DEFGRID3
* xyz 0 2
Au 0.04571 0.09327 -0.02128
O 3.84897 0.09627 -1.74214
C 2.68951 -0.17678 -1.38832
N 1.92780 0.69476 -0.66429
C 2.51834 1.88417 -0.15410
C 1.55526 2.66140 0.68984
C 1.88887 3.90240 1.20338
C 0.97129 4.58721 1.99656
C -0.26820 3.98956 2.24434
C -0.52999 2.75779 1.69766
N 0.35453 2.10575 0.93506
C 2.02281 -1.42238 -1.66991
C 2.63632 -2.40815 -2.45997
C 1.96918 -3.56912 -2.74001
C 0.67140 -3.75330 -2.21093
C 0.12592 -2.75901 -1.44282
N 0.75782 -1.61933 -1.16748
H 2.88078 2.50295 -0.99110
H 3.41078 1.65011 0.44677
H 2.85914 4.32647 0.98840
H 1.21076 5.55270 2.41110
H -1.01188 4.47634 2.85353
H -1.46436 2.24281 1.86649
H 3.62744 -2.19858 -2.83502
H 2.41553 -4.33257 -3.35604
H 0.11145 -4.65037 -2.40786
H -0.86519 -2.86627 -1.02441
C -4.46253 -3.53577 2.47492
C -4.25866 -2.03377 2.54857
O -4.65866 -1.39173 1.33994
P -3.63059 -1.19235 0.13195
S -3.27972 -2.87842 -0.84825
S -2.10539 -0.13665 1.01809
O -4.48419 -0.27569 -0.83169
C -5.15427 0.92094 -0.41571
C -5.04338 1.93257 -1.54060
H -4.17845 -3.99589 3.41822
H -3.86227 -3.96394 1.67524
H -5.50949 -3.75445 2.27676
H -3.21428 -1.77913 2.75639
H -4.88973 -1.59212 3.32474
H -4.70969 1.30288 0.50792
H -6.20113 0.66383 -0.22953
H -4.01608 2.27451 -1.64282
H -5.68857 2.78431 -1.34292
H -5.34632 1.46591 -2.47350
*
```

- highest occupied orbital energy (alpha / beta) (eV) = -7.5 / -8.1
- max |F| (eV/A) = 3.933
- LUMO level (alpha / beta) (eV) = -0.3 / -0.6
- gap between HOMO and LUMO (alpha / beta) (Eh) = 0.263 / 0.272

These are the Mulliken partial charges, in e, on atoms 1 to 5: number 1, Au, carries 0.891; number 2, O, carries -0.758; number 3, C, carries 0.217; number 4, N, carries -0.296; number 5, C, carries -0.593

***

- Which value of max |F| does entry 2 give?
  3.933 eV/A